Computed, not measured: a structure of composition C4H6O in a non-equilibrium geometry, with ωB97M-V/def2-TZVPD.

Each line ends with the natural charge from an NBO analysis.
Atoms and positions in Å:
C -1.19645 0.56780 -1.43890  -0.40
C -0.04859 0.41753 -0.71236  -0.18
C 0.01949 0.07071 0.82659  -0.58
C 1.13609 -0.87939 1.13639  0.42
H -0.95679 0.64779 -2.54711  0.20
H -2.19841 0.84740 -1.14140  0.21
H 0.97100 0.51049 -1.34886  0.21
H 0.07023 0.89482 1.55756  0.26
H -0.97458 -0.45111 1.02924  0.25
H 1.40029 -2.02252 0.37529  0.15
O 1.77772 -0.60351 2.26356  -0.55

Calculated values
Spin multiplicity: 1
DFT total energy (eV): -6289.35406
ΔE to the lowest compared entry with this formula, charge and spin (eV): 2.564
Orbital gap (eV): 10.53